[1]
{
  "formula": "C53H118N6O8",
  "method": "ωB97M-V/def2-TZVPD",
  "smiles": "CC1(C)CCCC(C)(C)N1O.CC1(C)CCCC(C)(C)N1O.CC1(C)CCCC(C)(C)N1O.CC1(C)CCCC(C)(C)N1O.CC1(C)CCCC(C)(C)N1O.COC[C@H](C)N.CCO.CCO",
  "homo_lumo_gap_ev": 8.313,
  "lumo_ev": 0.4,
  "e_above_lowest_kj_mol": 265.14,
  "elements": ["C", "C", "C", "C", "C", "C", "C", "C", "C", "N", "O", "H", "H", "H", "H", "H", "H", "H", "H", "H", "H", "H", "H", "H", "H", "H", "H", "H", "H", "H", "C", "C", "C", "C", "C", "C", "C", "C", "C", "N", "O", "H", "H", "H", "H", "H", "H", "H", "H", "H", "H", "H", "H", "H", "H", "H", "H", "H", "H", "H", "C", "C", "C", "C", "C", "C", "C", "C", "C", "N", "O", "H", "H", "H", "H", "H", "H", "H", "H", "H", "H", "H", "H", "H", "H", "H", "H", "H", "H", "H", "C", "C", "C", "C", "C", "C", "C", "C", "C", "N", "O", "H", "H", "H", "H", "H", "H", "H", "H", "H", "H", "H", "H", "H", "H", "H", "H", "H", "H", "H", "C", "C", "C", "C", "C", "C", "C", "C", "C", "N", "O", "H", "H", "H", "H", "H", "H", "H", "H", "H", "H", "H", "H", "H", "H", "H", "H", "H", "H", "H", "C", "O", "C", "C", "C", "N", "H", "H", "H", "H", "H", "H", "H", "H", "H", "H", "H", "C", "C", "O", "H", "H", "H", "H", "H", "H", "C", "C", "O", "H", "H", "H", "H", "H", "H"],
  "coordinates": [[-7.851, -1.607, -1.162], [-6.742, -2.135, -2.105], [-7.237, -2.072, -3.530], [-5.537, -1.225, -1.925], [-4.765, -1.444, -0.640], [-4.411, -2.928, -0.526], [-5.637, -3.859, -0.581], [-4.986, -5.250, -0.735], [-6.390, -3.788, 0.773], [-6.408, -3.541, -1.763], [-7.414, -4.459, -2.115], [-8.646, -2.346, -1.037], [-7.528, -1.253, -0.183], [-8.285, -0.695, -1.586], [-7.676, -1.089, -3.715], [-6.437, -2.223, -4.261], [-7.996, -2.800, -3.814], [-4.877, -1.408, -2.781], [-5.887, -0.195, -2.032], [-3.894, -0.783, -0.598], [-5.258, -1.096, 0.277], [-3.801, -3.122, 0.360], [-3.733, -3.112, -1.365], [-4.497, -5.619, 0.162], [-4.371, -5.217, -1.632], [-5.787, -5.959, -0.981], [-6.654, -2.758, 0.994], [-5.766, -4.183, 1.572], [-7.285, -4.409, 0.679], [-8.028, -4.432, -1.359], [3.459, -2.255, 1.849], [4.500, -1.154, 1.940], [5.262, -1.221, 3.272], [5.538, -1.422, 0.806], [6.520, -0.301, 0.555], [5.711, 0.978, 0.240], [4.679, 1.361, 1.301], [5.370, 2.117, 2.450], [3.713, 2.352, 0.617], [3.927, 0.183, 1.735], [2.806, 0.441, 2.538], [2.965, -2.381, 0.882], [3.831, -3.223, 2.186], [2.614, -2.000, 2.496], [4.667, -0.857, 4.117], [5.514, -2.263, 3.491], [6.184, -0.644, 3.343], [6.014, -2.329, 1.191], [4.977, -1.622, -0.109], [7.159, -0.136, 1.423], [7.141, -0.561, -0.301], [5.309, 1.032, -0.772], [6.540, 1.696, 0.207], [5.867, 3.006, 2.073], [6.014, 1.502, 3.083], [4.614, 2.414, 3.191], [2.881, 2.688, 1.230], [3.366, 1.897, -0.313], [4.288, 3.206, 0.246], [3.142, 0.788, 3.383], [-3.264, -0.876, 2.879], [-3.676, 0.524, 3.366], [-5.108, 0.869, 2.973], [-3.549, 0.500, 4.907], [-3.288, 1.874, 5.474], [-2.086, 2.528, 4.798], [-2.364, 2.752, 3.278], [-3.451, 3.819, 3.133], [-1.018, 3.204, 2.716], [-2.713, 1.450, 2.734], [-2.859, 1.504, 1.330], [-3.611, -0.980, 1.844], [-2.176, -0.893, 2.904], [-3.702, -1.774, 3.321], [-5.512, 1.843, 3.241], [-5.274, 0.744, 1.899], [-5.809, 0.133, 3.391], [-4.493, 0.156, 5.342], [-2.842, -0.263, 5.230], [-4.175, 2.511, 5.497], [-3.053, 1.840, 6.547], [-1.244, 1.871, 5.004], [-1.997, 3.536, 5.207], [-4.340, 3.674, 3.741], [-3.787, 3.816, 2.091], [-3.079, 4.828, 3.323], [-0.693, 4.127, 3.206], [-1.029, 3.481, 1.656], [-0.242, 2.444, 2.817], [-2.247, 0.824, 1.019], [-1.051, 4.738, -2.197], [0.075, 4.734, -1.133], [-0.553, 4.164, 0.139], [1.109, 3.772, -1.709], [2.436, 3.808, -0.974], [2.999, 5.220, -1.113], [2.049, 6.285, -0.504], [2.115, 6.320, 1.032], [2.561, 7.624, -1.080], [0.691, 6.026, -0.965], [-0.230, 7.058, -0.692], [-0.660, 5.126, -3.141], [-1.841, 5.448, -1.929], [-1.551, 3.783, -2.337], [-1.180, 3.294, -0.081], [-1.286, 4.889, 0.511], [0.071, 3.864, 0.982], [0.689, 2.764, -1.704], [1.360, 4.046, -2.738], [3.092, 3.042, -1.395], [2.360, 3.598, 0.098], [3.391, 5.485, -2.096], [3.931, 5.256, -0.532], [1.633, 5.406, 1.381], [3.154, 6.191, 1.356], [1.759, 7.229, 1.507], [3.550, 7.886, -0.693], [2.783, 7.530, -2.146], [1.886, 8.464, -0.921], [-0.300, 7.523, -1.534], [3.617, -2.776, -3.508], [3.953, -1.814, -4.649], [5.444, -1.788, -5.000], [3.241, -2.213, -5.966], [1.743, -1.978, -5.864], [1.475, -0.496, -5.591], [2.161, -0.011, -4.300], [2.167, 1.514, -4.385], [1.319, -0.408, -3.065], [3.549, -0.459, -4.263], [4.244, -0.005, -3.120], [2.556, -3.003, -3.439], [4.097, -3.729, -3.760], [3.946, -2.428, -2.530], [5.663, -2.649, -5.636], [5.726, -0.884, -5.536], [6.085, -1.888, -4.120], [3.675, -1.690, -6.820], [3.405, -3.274, -6.180], [1.245, -2.219, -6.807], [1.286, -2.566, -5.066], [0.404, -0.366, -5.419], [1.785, 0.084, -6.461], [1.237, 2.009, -4.664], [2.920, 1.835, -5.112], [2.484, 1.973, -3.443], [0.415, 0.202, -3.061], [1.893, -0.248, -2.151], [1.022, -1.459, -3.029], [4.740, 0.752, -3.454], [0.098, -3.716, 1.640], [-0.669, -3.781, 0.443], [-0.716, -5.090, -0.101], [0.585, -5.437, -0.840], [0.770, -4.668, -2.127], [0.663, -6.873, -1.056], [-0.389, -4.337, 2.394], [0.129, -2.705, 2.050], [1.154, -3.964, 1.530], [-0.966, -5.851, 0.647], [-1.561, -5.092, -0.796], [1.362, -5.087, -0.146], [0.596, -3.599, -1.979], [-0.044, -4.876, -2.831], [1.745, -4.879, -2.556], [1.521, -7.095, -1.551], [0.714, -7.423, -0.206], [0.398, 0.920, -0.051], [-0.063, -0.364, 0.600], [-1.232, -0.862, -0.018], [0.743, 0.721, -1.070], [1.255, 1.314, 0.490], [-0.402, 1.654, -0.170], [-0.236, -0.173, 1.671], [0.738, -1.107, 0.505], [-1.264, -1.797, 0.216], [0.110, -0.729, 4.954], [0.625, -2.133, 4.999], [1.028, -2.420, 6.344], [0.069, -0.283, 3.958], [0.837, -0.054, 5.423], [-0.808, -0.660, 5.532], [1.540, -2.275, 4.410], [-0.108, -2.854, 4.621], [1.135, -3.366, 6.464]],
  "mulliken_charge": [-1.583, 1.790, -1.900, -1.780, 0.518, -1.243, 1.940, -1.964, -1.650, 0.202, -0.466, 0.263, 0.267, 0.471, 0.366, 0.400, 0.382, 0.335, 0.496, 0.041, -0.298, 0.405, 0.332, 0.302, 0.494, 0.418, 0.317, 0.417, 0.347, 0.369, -1.801, 1.842, -1.842, -0.711, -0.958, -0.990, 2.023, -1.818, -2.329, 0.508, -0.040, 0.183, 0.525, -0.125, 0.229, 0.531, 0.309, 0.517, -0.262, 0.407, 0.497, -0.063, 0.360, 0.403, 0.383, 0.323, 0.560, 0.106, 0.524, 0.210, -1.139, 2.115, -1.851, -1.165, -0.904, -0.860, 1.481, -2.043, -0.859, 1.371, -0.654, -0.625, -0.029, 0.462, 0.309, 0.189, 0.489, 0.418, 0.378, 0.399, 0.465, 0.085, 0.527, 0.333, 0.311, 0.490, 0.741, -0.508, 0.008, -0.028, -2.596, 2.631, -2.336, -1.155, 1.343, -2.559, 1.907, -1.338, -2.128, 0.589, -0.510, 0.542, 0.476, 0.264, 0.847, 0.485, -0.452, -0.324, 0.763, 1.136, -0.816, 0.315, 0.557, 0.054, 0.331, 0.377, 0.418, 0.422, 0.412, 0.354, -0.675, 1.856, -2.015, -1.436, -0.441, -1.329, 1.780, -2.023, -1.235, -0.133, -0.028, -0.276, 0.667, -0.344, 0.424, 0.461, 0.341, 0.393, 0.521, 0.420, 0.106, 0.451, 0.345, 0.403, 0.584, 0.053, 0.856, 0.033, -0.221, 0.320, -0.389, -0.067, -1.179, 1.346, -0.938, -0.780, 0.364, -0.296, 0.285, 0.514, 0.143, -0.036, -0.230, 0.244, 0.458, 0.286, 0.257, 1.669, 0.243, -0.310, -0.931, -0.506, 0.314, -0.705, 0.922, -0.097, -0.784, -0.163, -0.583, 0.149, 0.538, 0.228, 0.184, 0.246, 0.334]
}


[2]
{
  "formula": "C2H5BO2",
  "method": "ωB97M-V/def2-TZVPD",
  "smiles": "C=CB(O)O",
  "homo_lumo_gap_ev": 10.361,
  "lumo_ev": 0.3,
  "e_above_lowest_kj_mol": 0.00,
  "elements": ["C", "C", "B", "O", "O", "H", "H", "H", "H", "H"],
  "coordinates": [[-1.851, 0.178, -0.225], [-0.604, 0.176, -0.662], [0.723, -0.060, 0.143], [1.866, 0.146, -0.560], [0.702, -0.476, 1.433], [-2.705, 0.321, -0.866], [-2.051, 0.032, 0.824], [-0.335, 0.318, -1.814], [2.700, -0.008, -0.116], [1.555, -0.627, 1.843]],
  "mulliken_charge": [-0.563, -0.177, 0.625, -0.553, -0.517, 0.261, 0.238, 0.161, 0.263, 0.262]
}


[3]
{
  "formula": "C4H10BNO",
  "method": "ωB97M-V/def2-TZVPD",
  "homo_lumo_gap_ev": [8.291, 9.146],
  "lumo_ev": [-0.4, -0.1],
  "e_above_lowest_kj_mol": 334.50,
  "elements": ["B", "C", "C", "C", "C", "N", "O", "H", "H", "H", "H", "H", "H", "H", "H", "H", "H"],
  "coordinates": [[2.755, 0.748, -0.188], [1.516, -1.310, 0.163], [0.285, -0.568, -0.169], [-1.968, 0.493, -0.145], [-0.958, -0.406, 0.550], [1.558, 1.507, -0.247], [2.718, -0.608, -0.037], [3.835, 1.213, -0.281], [1.621, -1.689, 1.274], [1.539, -2.179, -0.491], [0.218, -0.592, -1.293], [-2.310, 0.157, -1.170], [-1.640, 1.527, -0.129], [-2.718, 0.351, 0.723], [-1.376, -1.462, 0.784], [-0.855, 0.126, 1.564], [1.064, 2.179, -0.666]],
  "mulliken_charge": [0.363, -0.160, -0.286, -0.983, -0.251, -0.375, -0.534, -0.113, 0.237, 0.201, 0.272, 0.315, 0.293, 0.283, 0.294, 0.256, 0.189]
}